Computed, not measured: a molecular structure, C30H48P2SmTe at a distorted geometry, with wB97M-V/def2-TZVPD.

Energy above the lowest of the compared OMol25 structures with the same formula, charge and spin ... 13.0 kcal/mol
M ... 748.62 g/mol
Net charge ... +1
Expectation value of S² ... 8.785
HOMO level (alpha / beta) ... -9.780 / -9.765 eV
2S+1 ... 6

Geometry (Å):
Sm 2.181 0.855 -0.535
Te 0.843 3.145 1.259
P 3.610 1.013 -3.014
P 1.501 3.288 -3.797
C 3.155 -0.042 -4.464
C 1.420 -0.513 1.276
C -1.170 1.213 -2.946
C -2.820 2.318 -1.341
C -1.149 -0.478 1.086
C -2.614 2.158 3.746
C 1.901 -1.554 -0.767
C 0.121 2.520 4.238
C -1.592 0.866 -4.414
C -4.033 0.719 -2.600
C 3.887 -1.206 0.950
C 3.089 3.254 -4.842
C -4.046 1.890 -1.677
C 0.219 -0.508 0.476
C -0.412 2.784 2.942
C -4.072 1.168 -4.097
C 2.615 -2.255 -1.857
C -2.824 0.903 -4.920
C -0.483 -1.747 -1.704
C 1.694 4.993 -3.048
C 0.374 3.742 -5.260
C 5.364 0.477 -2.785
C -1.800 2.663 2.743
C 2.453 -1.209 0.528
C -1.813 2.540 -2.439
C 1.549 -0.072 2.696
C -2.071 1.727 4.963
C 4.185 2.557 -4.034
C 0.530 -1.139 -0.800
C -0.695 1.932 5.222
H -1.780 -1.237 0.595
H 1.196 2.658 4.406
H 3.373 -1.633 -2.319
H -4.957 0.625 -4.498
H 3.701 0.195 -5.390
H -5.004 2.332 -1.368
H 0.175 2.793 -5.808
H -0.499 -2.852 -1.640
H -2.191 2.891 1.748
H 3.425 4.285 -5.076
H -0.988 3.110 -2.003
H 1.917 -2.606 -2.622
H -3.680 2.048 3.578
H -1.697 0.470 1.085
H 4.596 3.260 -3.295
H -0.065 1.319 -2.965
H 4.438 -2.124 0.682
H 5.386 -0.532 -2.371
H -2.230 3.129 -3.277
H 1.702 1.002 2.899
H -2.519 2.513 -0.305
H -3.070 0.780 -5.993
H 2.740 5.343 -3.076
H 2.389 -0.585 3.162
H -1.087 -0.798 2.135
H -4.253 2.273 -4.093
H 1.039 5.711 -3.566
H -2.683 1.237 5.710
H 5.875 1.151 -2.087
H 0.673 -0.394 3.257
H 4.475 -0.323 0.560
H 2.086 0.058 -4.681
H 3.159 -3.122 -1.472
H 2.889 2.720 -5.798
H -0.613 4.128 -4.910
H 5.934 0.481 -3.720
H -4.668 -0.134 -2.340
H -0.253 1.606 6.175
H -3.051 0.268 -2.427
H 0.875 4.497 -5.910
H 3.957 -1.189 2.059
H -0.754 0.457 -4.971
H 3.357 -1.089 -4.223
H -0.344 -1.486 -2.759
H -1.514 -1.448 -1.471
H 5.029 2.271 -4.685
H -1.349 0.462 -2.179
H 1.374 4.878 -2.004

Atomic partial charges in e from the Löwdin method, atoms 1 to 6: atom 1 (Sm): 1.24, atom 2 (Te): 0.71, atom 3 (P): 0.75, atom 4 (P): 0.87, atom 5 (C): -0.26, atom 6 (C): -0.38